[1]
Below is a 9-piece molecular cluster, C25H71BN20O14P overall in a non-equilibrium geometry, with properties calculated with ωB97M-V with the def2-TZVPD basis set.

As for the largest force on an atom: 0.09483 Eh/bohr. The value obtained for the LUMO energy is -0.118 Ha. The charge is +1. Its multiplicity is 1. For the HOMO-LUMO gap, the calculation gives 7.9 eV. As for the electronic energy: -95511.5373 eV.

Cartesian coordinates (Å):
C: 4.636 1.901 4.849
C: 4.369 2.605 3.456
O: 2.985 2.653 3.055
C: 2.449 1.342 2.845
C: 1.227 1.346 1.872
N: 1.329 1.735 0.454
C: 2.586 2.208 -0.144
C: 3.129 1.288 -1.348
C: 3.915 0.006 -0.859
C: 5.150 0.316 0.105
C: 2.990 -1.132 -0.220
C: 0.100 2.339 0.063
N: -0.144 3.227 -0.897
N: -0.863 1.792 1.024
C: -2.257 2.284 0.926
C: -3.159 1.095 0.335
C: -3.547 0.076 1.523
C: -2.802 -1.311 1.315
C: -2.787 -2.228 2.615
O: -1.860 -3.334 2.463
C: -1.094 -3.535 3.666
C: -0.133 2.079 2.305
B: -0.643 1.315 3.658
O: -1.587 1.985 4.486
O: -0.212 0.024 4.092
P: 0.008 3.893 2.846
N: 0.690 4.040 4.270
O: -1.549 4.566 2.946
O: 0.927 4.822 1.756
H: 5.683 1.464 4.850
H: 4.542 2.652 5.692
H: 3.938 1.053 5.094
H: 4.946 2.139 2.597
H: 4.703 3.687 3.547
H: 2.247 0.781 3.812
H: 3.275 0.738 2.331
H: 0.925 0.245 1.810
H: 3.448 2.386 0.550
H: 2.372 3.214 -0.638
H: 3.872 1.909 -1.950
H: 2.302 1.008 -2.066
H: 4.368 -0.461 -1.791
H: 6.051 -0.239 -0.310
H: 5.002 -0.113 1.148
H: 5.430 1.408 0.154
H: 2.682 -1.825 -1.060
H: 2.059 -0.731 0.272
H: 3.575 -1.760 0.512
H: 0.351 4.125 -0.827
H: -0.822 3.118 -1.661
H: -2.713 2.530 1.930
H: -2.399 3.174 0.249
H: -4.151 1.499 -0.040
H: -2.659 0.566 -0.529
H: -4.670 -0.096 1.508
H: -3.330 0.564 2.526
H: -1.772 -1.109 0.902
H: -3.390 -1.889 0.531
H: -3.818 -2.709 2.666
H: -2.621 -1.642 3.566
H: -0.866 -4.641 3.778
H: -1.625 -3.219 4.613
H: -0.076 -3.025 3.586
H: -1.792 1.450 5.273
H: -0.609 -0.694 3.567
H: 0.068 4.467 4.958
H: -1.702 4.922 3.837
H: 1.807 4.397 1.695
C: 1.447 -6.143 5.146
O: 1.368 -5.518 4.093
N: 0.980 -7.407 5.281
N: 2.011 -5.617 6.268
H: 1.037 -7.934 6.132
H: 0.558 -7.833 4.472
H: 2.369 -4.680 6.205
H: 2.086 -6.109 7.138
C: 2.302 -9.896 2.914
O: 1.342 -9.624 3.621
N: 3.441 -9.157 2.916
N: 2.311 -10.960 2.069
H: 4.240 -9.361 2.345
H: 3.470 -8.361 3.530
H: 1.483 -11.530 2.042
H: 3.087 -11.200 1.482
C: 5.948 1.229 -4.283
O: 5.918 0.338 -3.446
N: 5.214 1.186 -5.427
N: 6.718 2.340 -4.143
H: 5.226 1.908 -6.125
H: 4.632 0.379 -5.568
H: 7.276 2.409 -3.310
H: 6.757 3.084 -4.819
C: -3.652 1.796 -3.326
O: -2.694 2.367 -2.802
N: -4.934 2.034 -2.949
N: -3.509 0.888 -4.314
H: -5.731 1.582 -3.360
H: -5.079 2.704 -2.215
H: -2.574 0.686 -4.619
H: -4.276 0.410 -4.753
C: -3.186 -2.601 -4.723
O: -3.749 -1.647 -5.237
N: -2.563 -3.562 -5.452
N: -3.135 -2.783 -3.374
H: -2.095 -4.353 -5.050
H: -2.581 -3.462 -6.452
H: -3.585 -2.089 -2.800
H: -2.677 -3.559 -2.932
C: 3.714 5.251 -5.596
O: 4.864 5.647 -5.699
N: 2.648 5.972 -6.031
N: 3.406 4.050 -5.035
H: 1.696 5.664 -5.955
H: 2.839 6.865 -6.451
H: 4.174 3.491 -4.704
H: 2.471 3.699 -4.939
C: -7.156 -3.183 -2.322
O: -7.140 -2.355 -3.220
N: -8.245 -3.388 -1.535
N: -6.084 -3.970 -2.033
H: -8.279 -4.062 -0.793
H: -9.057 -2.825 -1.720
H: -5.259 -3.845 -2.598
H: -6.075 -4.654 -1.300
C: -5.514 6.775 -3.271
O: -6.073 7.725 -3.790
N: -4.890 5.806 -3.994
N: -5.466 6.601 -1.921
H: -4.424 5.016 -3.587
H: -4.905 5.901 -4.995
H: -5.916 7.297 -1.353
H: -5.011 5.828 -1.473



[2]
Below is a 11-piece molecular cluster, C25H71O19 overall in a non-equilibrium geometry, with properties calculated with ωB97M-V with the def2-TZVPD basis set.

As for the largest force on an atom: 0.04926 Eh/bohr. The value obtained for the LUMO energy is 0.071 Ha. The charge is -1. Its multiplicity is 1. For the HOMO-LUMO gap, the calculation gives 7.9 eV. As for the electronic energy: -65976.7874 eV.

Cartesian coordinates (Å):
C: 5.076 -20.059 4.944
C: 5.069 -18.512 4.766
C: 3.879 -18.021 3.991
O: 5.241 -17.900 6.008
H: 5.107 -20.533 3.950
H: 4.202 -20.478 5.462
H: 5.959 -20.382 5.491
H: 5.988 -18.293 4.171
H: 4.146 -17.027 3.659
H: 2.930 -18.061 4.529
H: 3.734 -18.636 3.096
C: 1.887 -15.707 1.578
C: 1.423 -16.369 0.252
C: 1.414 -15.336 -0.858
O: 2.362 -17.385 -0.151
H: 1.276 -14.808 1.683
H: 2.957 -15.486 1.525
H: 1.740 -16.400 2.417
H: 0.428 -16.827 0.338
H: 0.840 -15.674 -1.705
H: 2.469 -15.179 -1.093
H: 1.043 -14.376 -0.554
H: 2.256 -18.133 0.445
C: 0.178 -23.410 4.778
C: 1.725 -23.310 5.069
C: 1.955 -22.119 6.011
O: 2.183 -24.560 5.694
H: -0.104 -22.596 4.100
H: -0.296 -23.149 5.713
H: -0.101 -24.408 4.488
H: 2.288 -23.209 4.126
H: 1.509 -22.303 6.986
H: 1.505 -21.211 5.614
H: 3.011 -21.885 6.217
H: 2.424 -24.373 6.601
C: 7.587 -20.227 1.004
C: 7.916 -21.014 2.212
O: 8.659 -20.329 3.144
O: 8.835 -19.830 0.519
H: 6.941 -19.366 1.115
H: 7.066 -20.927 0.314
H: 8.488 -21.885 1.808
H: 7.010 -21.379 2.714
H: 9.149 -19.649 2.650
H: 8.750 -19.117 -0.110
C: -0.214 -18.437 3.040
C: 0.066 -19.922 2.688
O: 1.051 -19.854 1.657
O: -1.366 -18.230 3.779
H: -0.223 -17.784 2.173
H: 0.665 -18.109 3.638
H: -0.833 -20.416 2.368
H: 0.400 -20.326 3.626
H: 1.245 -20.782 1.454
H: -1.177 -18.582 4.666
C: 6.310 -13.629 4.679
C: 5.324 -14.239 3.674
O: 5.966 -15.031 2.679
O: 6.821 -14.549 5.567
H: 5.797 -12.765 5.161
H: 7.134 -13.148 4.122
H: 5.030 -13.301 3.197
H: 4.484 -14.692 4.210
H: 6.453 -15.756 3.102
H: 6.006 -15.013 5.863
C: 0.556 -18.090 6.756
C: -0.137 -17.383 7.915
O: -0.381 -18.304 8.930
O: -0.177 -19.224 6.392
H: 1.589 -18.267 7.098
H: 0.607 -17.368 5.931
H: -1.136 -17.041 7.627
H: 0.405 -16.534 8.305
H: 0.522 -18.546 9.199
H: -0.420 -19.613 7.249
C: 7.060 -22.267 7.648
C: 8.056 -21.953 6.552
O: 9.313 -22.471 6.919
O: 7.237 -21.445 8.789
H: 7.182 -23.321 7.945
H: 6.089 -22.070 7.170
H: 8.093 -20.879 6.402
H: 7.654 -22.415 5.654
H: 9.756 -22.482 6.058
H: 6.967 -20.541 8.478
C: 4.205 -21.840 1.348
C: 3.107 -22.786 0.829
O: 1.999 -22.632 1.634
O: 3.941 -20.463 1.023
H: 5.175 -22.009 0.861
H: 4.328 -22.018 2.431
H: 3.414 -23.832 0.957
H: 2.926 -22.572 -0.246
H: 1.333 -23.301 1.474
H: 3.320 -20.142 1.693
C: 7.655 -17.978 8.311
C: 9.093 -18.435 8.066
O: 9.389 -18.350 6.623
O: 6.801 -18.969 7.853
H: 7.509 -17.054 7.731
H: 7.437 -17.724 9.372
H: 9.172 -19.498 8.339
H: 9.865 -17.896 8.637
H: 9.790 -19.177 6.328
H: 6.351 -18.593 7.085
C: 3.986 -16.961 8.334
C: 3.533 -15.792 7.437
O: 4.284 -15.677 6.277
O: 3.634 -18.201 7.841
H: 3.435 -16.798 9.277
H: 5.049 -16.800 8.526
H: 3.767 -14.894 8.023
H: 2.437 -15.811 7.230
H: 4.644 -16.630 6.091
H: 4.260 -18.310 7.019